Here is a 8-piece molecular cluster, C52H120N8O8 overall from OMol25. Energies are from ωB97M-V/def2-TZVPD.

Calculated values
- Energy above the lowest of the compared OMol25 structures with the same formula, charge and spin: 6.9988 eV
- Kohn-Sham gap: 8.32 eV
- SMILES: CC1(C)CCCC(C)(C)N1O.CC1(C)CCCC(C)(C)N1O.CC1(C)CCCC(C)(C)N1O.CC1(C)CCCC(C)(C)N1O.COC[C@H](C)N.COC[C@H](C)N.COC[C@H](C)N.COC[C@H](C)N

Geometry as XYZ:
```
188
C52H120N8O8, DFT ωB97M-V/def2-TZVPD
C -29.715 -12.059 -5.098
C -28.715 -13.092 -4.564
C -29.507 -14.229 -3.840
O -30.491 -13.679 -2.927
C -30.448 -14.407 -1.678
N -27.943 -13.500 -5.720
H -30.534 -12.532 -5.640
H -29.166 -11.320 -5.682
H -30.082 -11.488 -4.245
H -28.184 -12.530 -3.795
H -28.763 -14.919 -3.442
H -30.071 -14.855 -4.532
H -31.102 -14.047 -0.884
H -29.435 -14.206 -1.330
H -30.599 -15.486 -1.671
H -27.447 -14.360 -5.534
H -28.450 -13.651 -6.580
C -16.326 -13.140 -13.132
C -15.529 -14.128 -12.151
C -16.610 -14.920 -11.273
O -17.575 -14.125 -10.610
C -17.110 -13.246 -9.701
N -14.760 -15.042 -13.032
H -16.788 -13.689 -13.953
H -15.806 -12.245 -13.473
H -17.147 -12.796 -12.503
H -14.901 -13.486 -11.533
H -16.230 -15.644 -10.552
H -17.215 -15.578 -11.897
H -17.982 -12.736 -9.292
H -16.629 -12.396 -10.184
H -16.532 -13.557 -8.830
H -14.207 -14.449 -13.634
H -15.464 -15.341 -13.692
C -24.056 -12.218 0.313
C -22.691 -11.981 -0.282
C -22.239 -13.073 -1.335
O -22.061 -14.451 -0.956
C -21.199 -14.552 0.093
N -22.520 -10.596 -0.710
H -24.299 -13.237 0.613
H -24.733 -12.001 -0.513
H -24.280 -11.649 1.216
H -22.029 -12.029 0.583
H -21.302 -12.685 -1.734
H -22.969 -13.205 -2.134
H -20.123 -14.447 -0.046
H -21.369 -15.594 0.366
H -21.344 -13.876 0.936
H -23.236 -10.444 -1.406
H -21.690 -10.578 -1.285
C -21.487 -17.015 -6.574
C -22.943 -17.122 -5.948
C -24.069 -17.674 -6.766
O -25.332 -17.465 -5.928
C -26.526 -18.321 -6.226
N -22.896 -17.848 -4.746
H -21.378 -16.281 -7.372
H -21.291 -18.021 -6.943
H -20.681 -17.003 -5.840
H -23.099 -16.071 -5.702
H -23.974 -18.750 -6.915
H -24.175 -17.262 -7.769
H -27.330 -18.282 -5.492
H -26.147 -19.343 -6.210
H -26.969 -18.010 -7.172
H -23.886 -17.916 -4.559
H -22.564 -17.251 -4.003
C -23.381 -21.744 -13.332
C -24.810 -21.135 -13.458
C -24.533 -19.645 -13.988
C -25.742 -18.912 -14.515
C -26.390 -19.823 -15.549
C -26.857 -21.215 -15.021
N -25.722 -21.875 -14.381
O -26.016 -23.140 -13.921
C -28.146 -21.108 -14.057
C -27.220 -21.991 -16.241
C -25.398 -20.978 -11.949
H -23.119 -22.250 -14.261
H -23.188 -22.551 -12.626
H -22.624 -21.043 -12.982
H -24.074 -19.079 -13.177
H -23.764 -19.631 -14.761
H -25.395 -17.946 -14.880
H -26.478 -18.655 -13.754
H -25.785 -20.000 -16.439
H -27.189 -19.219 -15.977
H -27.825 -21.365 -13.047
H -28.746 -20.198 -14.069
H -28.884 -21.892 -14.224
H -27.953 -21.559 -16.922
H -26.384 -22.292 -16.872
H -27.671 -22.953 -15.997
H -24.601 -20.712 -11.254
H -25.829 -21.949 -11.709
H -26.173 -20.216 -11.859
H -25.721 -23.634 -14.688
C -33.220 -20.786 -5.002
C -34.041 -20.510 -6.332
C -34.933 -19.350 -5.817
C -35.674 -18.669 -6.987
C -34.582 -18.214 -7.945
C -33.610 -19.283 -8.467
N -33.081 -20.101 -7.376
O -32.103 -20.992 -7.772
C -34.172 -20.105 -9.780
C -32.373 -18.355 -8.898
C -34.872 -21.766 -6.801
H -33.780 -20.714 -4.070
H -32.589 -21.674 -4.967
H -32.409 -20.098 -4.762
H -35.592 -19.762 -5.053
H -34.403 -18.544 -5.310
H -36.259 -19.463 -7.452
H -36.368 -17.940 -6.570
H -33.922 -17.518 -7.427
H -35.142 -17.649 -8.689
H -33.631 -21.046 -9.885
H -34.014 -19.533 -10.695
H -35.237 -20.340 -9.784
H -31.903 -17.792 -8.091
H -32.745 -17.575 -9.562
H -31.534 -18.848 -9.391
H -35.498 -21.468 -7.643
H -34.296 -22.664 -7.028
H -35.608 -22.075 -6.058
H -32.664 -21.527 -8.338
C -11.512 -20.773 -0.094
C -12.703 -19.689 -0.157
C -12.106 -18.532 -1.006
C -13.146 -17.413 -1.375
C -14.364 -17.971 -2.082
C -14.999 -19.368 -1.467
N -13.908 -20.216 -0.912
O -14.316 -21.415 -0.442
C -16.147 -19.101 -0.479
C -15.517 -20.198 -2.663
C -13.033 -19.309 1.247
H -11.532 -21.370 -1.005
H -11.727 -21.476 0.711
H -10.559 -20.277 0.093
H -11.325 -18.075 -0.398
H -11.603 -18.846 -1.920
H -12.675 -16.618 -1.952
H -13.320 -16.838 -0.466
H -14.283 -17.965 -3.169
H -15.140 -17.234 -1.872
H -16.907 -18.499 -0.976
H -16.564 -19.984 0.004
H -15.814 -18.521 0.382
H -14.752 -20.340 -3.426
H -15.709 -21.197 -2.272
H -16.356 -19.625 -3.059
H -12.188 -19.125 1.911
H -13.728 -20.031 1.675
H -13.477 -18.315 1.306
H -14.671 -21.149 0.410
C -25.834 -7.879 -14.032
C -25.430 -9.207 -13.246
C -26.509 -10.359 -13.446
C -26.011 -11.729 -13.007
C -24.716 -12.053 -13.673
C -23.623 -11.019 -13.366
N -24.091 -9.616 -13.612
O -23.154 -8.600 -13.288
C -23.172 -11.292 -11.871
C -22.333 -11.399 -14.250
C -25.488 -8.848 -11.781
H -25.249 -7.018 -13.707
H -26.877 -7.591 -13.905
H -25.568 -7.950 -15.087
H -27.348 -10.258 -12.757
H -26.837 -10.335 -14.486
H -26.736 -12.504 -13.258
H -25.972 -11.868 -11.927
H -24.971 -12.051 -14.733
H -24.397 -13.030 -13.310
H -22.604 -10.507 -11.371
H -24.008 -11.388 -11.178
H -22.658 -12.237 -11.697
H -21.898 -12.316 -13.852
H -22.692 -11.774 -15.208
H -21.535 -10.659 -14.186
H -25.456 -9.631 -11.023
H -26.424 -8.294 -11.707
H -24.794 -8.076 -11.447
H -22.794 -8.346 -14.141
```

Löwdin population analysis, charges in e, atoms 1 to 8: -0.081, -0.433, -0.195, -0.190, -0.106, 0.037, 0.082, 0.076


Here is a 9-piece molecular cluster, C52H120O2S overall from OMol25. Energies are from ωB97M-V/def2-TZVPD.

Calculated values
- Kohn-Sham gap: 10.88 eV
- SMILES: O=S1(=O)CCCC1.CCCCCC.CCCCCC.CCCCCC.CCCCCC.CCCCCC.CCCCCC.CCCCCC.CCCCCC

Geometry as XYZ:
```
175
C52H120O2S, DFT ωB97M-V/def2-TZVPD
C -26.801 -36.425 32.248
C -26.973 -37.964 32.198
C -27.496 -38.675 33.425
C -28.989 -38.391 33.700
C -29.507 -39.601 34.567
C -30.957 -39.451 35.179
H -27.752 -35.894 32.305
H -26.272 -36.165 31.332
H -26.099 -36.197 33.050
H -27.460 -38.262 31.270
H -26.015 -38.468 32.076
H -26.934 -38.346 34.299
H -27.290 -39.736 33.282
H -28.959 -37.451 34.251
H -29.487 -38.320 32.733
H -29.587 -40.470 33.913
H -28.912 -39.982 35.397
H -31.097 -38.500 35.693
H -31.592 -39.536 34.297
H -31.343 -40.241 35.824
C -24.582 -26.067 38.779
C -25.275 -27.288 39.045
C -24.386 -28.254 39.739
C -24.804 -29.666 39.548
C -23.722 -30.502 40.231
C -23.870 -32.049 40.082
H -24.211 -25.654 39.717
H -25.190 -25.226 38.447
H -23.764 -26.235 38.078
H -26.177 -27.246 39.655
H -25.563 -27.700 38.078
H -24.195 -27.973 40.774
H -23.374 -28.092 39.366
H -25.704 -29.832 40.139
H -24.956 -30.054 38.540
H -22.751 -30.197 39.839
H -23.725 -30.341 41.309
H -24.780 -32.438 40.540
H -23.796 -32.488 39.087
H -22.982 -32.532 40.488
C -28.653 -39.750 38.423
C -28.674 -38.213 38.113
C -29.262 -37.386 39.198
C -29.455 -35.868 38.801
C -30.625 -35.269 39.628
C -31.175 -33.952 39.016
H -29.545 -40.184 38.875
H -27.921 -40.091 39.156
H -28.598 -40.309 37.489
H -27.738 -37.939 37.628
H -29.507 -38.132 37.413
H -28.714 -37.414 40.139
H -30.229 -37.822 39.448
H -28.515 -35.387 39.073
H -29.599 -35.632 37.746
H -31.455 -35.965 39.747
H -30.234 -35.256 40.646
H -32.011 -33.546 39.585
H -30.475 -33.177 38.704
H -31.569 -34.355 38.083
C -28.590 -29.851 34.796
C -28.383 -28.852 33.626
C -28.004 -29.519 32.297
C -26.868 -30.608 32.362
C -26.523 -31.109 30.872
C -26.095 -32.559 30.724
H -29.348 -30.582 34.514
H -28.965 -29.515 35.762
H -27.710 -30.436 35.063
H -29.357 -28.378 33.504
H -27.701 -28.107 34.034
H -27.463 -28.772 31.716
H -28.907 -29.823 31.767
H -26.030 -30.148 32.886
H -27.131 -31.370 33.096
H -27.412 -31.007 30.251
H -25.718 -30.493 30.471
H -25.587 -32.736 29.776
H -25.290 -32.657 31.452
H -26.950 -33.194 30.954
C -31.452 -35.511 34.741
C -31.210 -34.503 33.519
C -31.026 -35.276 32.160
C -32.281 -36.122 31.676
C -32.260 -36.458 30.250
C -31.419 -37.726 29.921
H -30.629 -36.171 35.016
H -32.168 -36.282 34.458
H -31.838 -35.134 35.689
H -31.965 -33.740 33.334
H -30.294 -33.948 33.723
H -30.219 -36.002 32.058
H -30.994 -34.477 31.419
H -32.348 -37.060 32.227
H -33.236 -35.708 31.999
H -33.248 -36.593 29.811
H -31.961 -35.577 29.681
H -30.345 -37.597 30.055
H -31.718 -38.628 30.455
H -31.557 -38.032 28.884
C -29.257 -31.242 40.359
C -29.318 -32.180 41.566
C -27.895 -32.094 42.183
C -27.603 -33.350 43.103
C -27.976 -34.754 42.588
C -27.003 -35.894 43.095
H -30.247 -31.040 39.952
H -28.536 -31.657 39.655
H -28.797 -30.273 40.553
H -29.987 -31.815 42.345
H -29.720 -33.145 41.257
H -27.760 -31.153 42.716
H -27.146 -32.147 41.393
H -26.637 -33.440 43.600
H -28.292 -33.292 43.946
H -29.019 -35.048 42.708
H -27.982 -34.827 41.500
H -26.007 -35.715 42.689
H -26.975 -35.948 44.183
H -27.292 -36.902 42.797
C -23.113 -40.851 39.343
C -22.976 -39.730 40.351
C -23.550 -38.367 39.707
C -23.894 -37.280 40.730
C -24.042 -35.836 40.149
C -24.918 -35.841 38.946
H -22.952 -41.856 39.735
H -22.501 -40.793 38.444
H -24.166 -40.858 39.062
H -23.477 -40.119 41.238
H -21.918 -39.633 40.596
H -24.273 -38.569 38.916
H -22.719 -37.872 39.204
H -24.835 -37.594 41.181
H -23.192 -37.144 41.553
H -24.428 -35.220 40.961
H -23.118 -35.296 39.940
H -25.147 -34.855 38.540
H -24.413 -36.335 38.116
H -25.840 -36.406 39.075
C -22.914 -30.204 34.601
C -22.125 -31.552 34.661
C -22.074 -32.218 33.261
C -22.002 -33.750 33.377
C -21.061 -34.360 34.472
C -21.196 -35.887 34.467
H -23.983 -30.339 34.764
H -22.732 -29.701 33.651
H -22.619 -29.432 35.313
H -21.128 -31.353 35.055
H -22.718 -32.149 35.353
H -21.258 -31.868 32.629
H -23.019 -31.898 32.823
H -22.996 -34.194 33.327
H -21.583 -34.119 32.441
H -20.071 -33.916 34.371
H -21.493 -33.980 35.398
H -20.449 -36.272 35.160
H -22.170 -36.205 34.840
H -21.043 -36.330 33.483
C -26.924 -32.344 37.178
C -28.021 -33.174 36.456
C -27.427 -34.486 35.847
S -25.825 -34.020 35.267
O -25.970 -33.722 33.814
O -24.981 -35.139 35.697
C -25.733 -32.404 36.319
H -26.645 -32.634 38.190
H -27.294 -31.330 37.328
H -28.448 -32.757 35.544
H -28.786 -33.156 37.234
H -27.991 -34.886 35.004
H -27.315 -35.275 36.591
H -25.706 -31.548 35.645
H -24.703 -32.412 36.675
```

Löwdin population analysis, charges in e, atoms 1 to 8: -0.086, -0.273, -0.240, -0.179, -0.228, -0.106, 0.058, 0.072


What is the formula in the first record?
C52H120N8O8


Which of these has the highest Kohn-Sham gap?
C52H120O2S


Which value of Kohn-Sham gap does entry 1 give?
8.32 eV